Formula: C12H32N2O5
Source: OMol25
Level of theory: wB97M-V/def2-TZVPD

SMILES: COCCNCCOC.COCCNCCOC.O
Maximum force (Eh/bohr): 0.0588
HOMO energy (Ha): -0.32257
Orbital gap (eV): 9.54
Energy above the lowest of the compared OMol25 structures with the same formula, charge and spin (eV): 1.559

Positions of all 51 atoms, in Å:
O -1.23330 -0.73691 -1.53187
O 2.43425 1.05423 -3.39492
O 1.83869 4.77082 -0.42113
O -5.22130 -2.75204 2.10047
O 3.10144 -1.31059 -1.27524
N -2.78924 -3.03882 0.84994
N 3.73886 1.75789 0.75187
C 2.79610 -0.21880 -0.39128
C -1.79002 -2.45379 -0.00031
C -1.86735 -0.93500 -0.29456
C -6.21365 -3.54321 2.87639
C -0.82471 0.62601 -1.92634
C 2.87751 3.76929 -0.46270
C -2.83871 -2.23103 2.11375
C -4.01797 -2.75740 2.89810
C 3.90980 0.75604 -0.25308
C 1.99765 5.75822 -1.34914
C 1.99935 -2.21455 -1.54807
C 2.63289 2.77860 0.65136
H -2.83288 -0.43261 -0.23560
H 1.22403 -1.72180 -2.13474
H -5.78285 -4.34554 3.47536
H -6.69132 -2.85374 3.57250
H -0.83102 -2.65808 0.47581
H 4.25649 1.25492 -1.15807
H 2.76784 1.02334 -2.49826
H -3.70039 -3.75850 3.18971
H 1.58267 -2.51063 -0.58536
H 2.90644 3.26949 -1.43093
H 2.50003 -0.58151 0.59305
H 4.83443 0.32244 0.12792
H -0.17475 0.79166 -2.78554
H -4.16199 -2.13941 3.78436
H 1.86775 0.29961 -0.63109
H -1.70501 1.24735 -2.09092
H 1.71918 2.27648 0.33337
H -3.11450 -1.19123 1.93812
H -7.03721 -3.99217 2.32115
H -3.72093 -3.03253 0.46006
H 3.99542 1.56259 1.70902
H -1.68306 -3.02196 -0.92434
H -1.32218 -0.50853 0.54748
H 2.76938 6.45849 -1.02952
H 2.46184 -3.07891 -2.02460
H 2.55966 3.30995 1.60025
H 1.98940 5.35816 -2.36304
H -1.92843 -2.46421 2.66612
H 1.07676 6.34020 -1.31236
H 2.32287 0.13602 -3.64131
H 3.79071 4.32249 -0.24333
H -0.46878 1.23907 -1.09834

Forces on atoms 1 to 2 (eV/Å):
O 1.5 1.3 -1.4
O -0.2 0.4 -0.3